1.
{
  "formula": "C7H6CrF15O16S5",
  "method": "wB97M-V/def2-TZVPD",
  "symbols": ["Cr", "S", "S", "S", "S", "S", "F", "F", "F", "F", "F", "F", "F", "F", "F", "F", "F", "F", "F", "F", "F", "O", "O", "O", "O", "O", "O", "O", "O", "O", "O", "O", "O", "O", "O", "O", "O", "C", "C", "C", "C", "C", "C", "C", "H", "H", "H", "H", "H", "H"],
  "coordinates": [[-0.1037, 0.5934, 0.1283], [0.7626, 3.5280, -0.8957], [2.2076, -0.3519, -2.0563], [-2.0790, -0.4734, -2.5924], [-0.6610, -2.9144, -0.3425], [-2.9739, -0.0715, 1.9511], [1.4773, -4.4402, 0.0233], [0.6484, -3.5801, 1.9406], [4.5907, -0.3640, -0.9371], [3.7431, -2.3452, -0.7978], [-1.5917, -1.8056, 3.2222], [-3.4347, 1.8063, -2.8596], [-3.7147, 0.3153, -4.5946], [-0.9008, 5.2835, -2.1773], [-1.9016, 1.4809, -4.3292], [0.6093, 6.2713, -0.8821], [4.4671, -1.6073, -2.8047], [-1.8569, 0.0143, 4.4262], [-3.4589, -1.4575, 4.1142], [-0.2792, -5.3492, 0.9441], [-1.1630, 5.2918, -0.0541], [-0.3496, -3.1598, -1.7902], [1.8573, 3.6163, 0.0986], [-2.0830, -3.0923, -0.0081], [-1.7955, 0.5176, 1.3554], [-0.2250, -1.5447, 0.1162], [-0.2553, 2.5979, -0.4387], [1.3811, -1.4552, -2.6057], [0.8926, 1.1522, 1.9176], [-3.1709, -1.1633, -1.9584], [-1.2999, -1.3485, -3.5135], [1.6529, 0.2481, -0.8420], [-1.2935, 0.1562, -1.5385], [-3.5391, -1.1054, 1.0435], [1.2027, 3.1722, -2.2189], [2.5743, 0.7159, -3.0167], [-3.9299, 0.9335, 2.4038], [3.8961, -1.2293, -1.6264], [-0.2026, 5.2491, -0.9957], [1.8874, 0.6109, 2.7780], [-2.8687, 0.9230, -3.7029], [0.3713, -4.1892, 0.7552], [-2.4133, -0.8625, 3.5912], [1.9814, -0.9118, 2.6071], [0.8136, 2.0612, 2.2160], [2.5663, -1.3760, 3.4012], [0.9687, -1.3132, 2.6419], [1.7653, 0.9727, 3.7989], [2.7354, 1.1934, 2.4177], [2.4928, -1.1935, 1.6866]],
  "forces_ev_per_angstrom": [[-0.9, -1.8, -0.4], [2.0, -1.6, 0.3], [-2.4, -1.0, -4.1], [0.9, -3.7, -0.6], [-2.4, 2.2, -3.0], [-3.0, -1.1, -2.9], [0.1, -0.3, 1.3], [0.3, -1.4, -0.6], [1.7, 0.4, 0.1], [0.4, 1.2, -1.4], [1.8, -1.0, 0.6], [-0.8, 0.0, -1.2], [0.0, 1.4, 0.7], [1.0, 0.5, 0.7], [1.1, 1.6, -1.8], [0.1, 0.9, -0.1], [0.2, 0.2, 1.6], [0.1, -0.3, 0.5], [-0.9, -0.2, 1.5], [0.5, 0.3, 0.5], [0.6, 0.5, 0.2], [-0.1, -0.8, 4.2], [-1.4, 1.3, -0.7], [2.3, -1.2, 0.3], [1.4, 0.9, 0.6], [0.7, -3.2, 0.4], [-1.2, 1.4, 0.5], [2.7, 2.2, 1.3], [-0.5, 0.0, 1.2], [-1.3, 0.5, -0.9], [-1.7, 2.8, 0.6], [1.2, 0.0, 0.9], [0.2, 1.6, -1.4], [0.9, 1.7, 3.2], [-0.2, 1.7, -0.1], [0.6, -1.9, 1.5], [0.4, -0.3, 0.5], [-3.3, -0.6, 0.1], [-0.9, -3.2, -0.6], [1.1, 0.2, -0.9], [0.8, -3.6, 3.1], [-1.2, 2.3, -2.1], [-0.9, 1.1, -3.7], [0.1, 0.8, 0.3], [-0.4, 0.3, -0.6], [0.0, 0.2, 0.3], [0.1, -0.1, -0.2], [-0.6, -0.4, 0.3], [1.1, -0.7, 0.2], [-0.4, 0.2, -0.2]],
  "lowdin_charge": [0.738, 0.527, 0.592, 0.541, 0.614, 0.543, 0.088, 0.079, 0.126, 0.058, 0.146, 0.111, 0.075, 0.078, 0.166, 0.130, 0.087, 0.128, 0.134, 0.098, 0.101, -0.335, -0.350, -0.335, -0.358, -0.406, -0.365, -0.305, -0.137, -0.309, -0.335, -0.381, -0.365, -0.295, -0.285, -0.330, -0.352, -0.586, -0.608, -0.256, -0.652, -0.586, -0.708, -0.048, 0.104, 0.067, 0.060, 0.105, 0.114, 0.076],
  "energy_ha": -6007.6526,
  "total_charge": -3,
  "spin_multiplicity": 5,
  "s2": 6.00,
  "gap_ev": [5.1, 6.7],
  "e_homo_ev": [1.09, -0.47],
  "fmax_ev_per_a": 4.85
}

---

2.
{
  "formula": "C4H6MgNiO5",
  "method": "wB97M-V/def2-TZVPD",
  "symbols": ["Ni", "Mg", "O", "O", "O", "O", "O", "C", "C", "C", "C", "H", "H", "H", "H", "H", "H"],
  "coordinates": [[2.5193, 1.4211, -1.0184], [-0.5435, 0.6979, 0.8918], [-2.2287, 1.3397, 0.2794], [-1.0953, -1.0213, -0.1591], [2.9563, -0.3714, -0.0621], [1.0632, -1.1993, 0.9462], [1.3752, 1.0127, 0.6224], [1.9480, -0.2011, 0.7122], [-2.1234, -0.6555, -1.0851], [-0.0467, -1.8569, -0.5446], [-2.9906, 0.3601, -0.3430], [0.5952, -1.4400, -1.3288], [-3.6961, 0.7825, -1.0841], [-1.6489, -0.2033, -1.9709], [-0.3873, -2.8900, -0.6640], [-2.6753, -1.5622, -1.3736], [-3.5991, -0.1964, 0.4000]],
  "forces_ev_per_angstrom": [[0.3, 0.3, -0.4], [0.7, -0.8, -1.0], [0.2, -0.1, 0.3], [-0.2, 0.5, 0.6], [-0.3, 0.2, 2.1], [2.6, 2.5, 2.8], [-0.2, 0.6, 1.7], [-2.4, -2.6, -4.2], [0.2, -0.1, -0.2], [-0.8, -0.5, -2.1], [-0.2, -0.1, 0.1], [-0.2, -0.2, 0.2], [0.1, 0.0, 0.2], [-0.1, -0.1, 0.1], [0.3, 0.1, 0.2], [0.0, 0.2, 0.0], [0.0, 0.1, -0.2]],
  "lowdin_charge": [0.109, 0.875, -0.337, -0.282, -0.145, -0.163, -0.316, -0.749, -0.190, -0.064, -0.372, 0.089, 0.110, 0.131, 0.077, 0.123, 0.106],
  "energy_ha": -2240.5781,
  "total_charge": -1,
  "spin_multiplicity": 4,
  "s2": 3.77,
  "e_above_lowest_kcal_mol": 47.6,
  "gap_ev": [3.7, 5.3],
  "e_homo_ev": [-1.28, -2.86],
  "fmax_ev_per_a": 5.52
}

---

3.
{
  "formula": "C23H30N4O",
  "method": "wB97M-V/def2-TZVPD",
  "symbols": ["O", "N", "N", "N", "N", "C", "C", "C", "C", "C", "C", "C", "C", "C", "C", "C", "C", "C", "C", "C", "C", "C", "C", "C", "C", "C", "C", "C", "H", "H", "H", "H", "H", "H", "H", "H", "H", "H", "H", "H", "H", "H", "H", "H", "H", "H", "H", "H", "H", "H", "H", "H", "H", "H", "H", "H", "H", "H"],
  "coordinates": [[3.9272, 0.8504, 1.1296], [-0.2840, -0.6667, -0.7363], [-4.7106, 0.2164, -0.1351], [-1.8810, 0.8137, -1.4725], [-0.7641, 4.0500, -0.7672], [1.3448, -3.1276, -1.2643], [1.7993, 0.0789, 0.1811], [1.4032, 1.4049, 0.0383], [3.1879, -0.2503, 0.6606], [-0.6841, 0.5925, -0.8879], [1.7567, -4.3042, 1.2064], [0.1404, 1.6794, -0.4928], [-5.8634, -0.4307, 0.4535], [-0.3314, 2.9921, -0.6395], [4.7014, 3.0662, 1.0604], [4.2115, 1.8663, -1.0867], [1.4488, -2.9582, 1.1270], [-3.6074, -0.6722, -0.4368], [0.9074, -0.9233, -0.2184], [1.6618, -4.4714, -1.1822], [-5.6988, -0.9872, 1.8733], [-3.3646, 1.5892, 1.5505], [1.2508, -2.3576, -0.1111], [-4.3725, 1.5231, 0.3963], [3.7878, 2.0502, 0.3755], [2.3227, 2.5113, 0.4520], [-2.8331, -0.2440, -1.6975], [1.8724, -5.0612, 0.0526], [-6.5855, -1.5538, 2.1474], [3.5005, 1.2478, -1.6305], [1.9048, -4.7646, 2.1723], [-5.5733, -0.1842, 2.5948], [-5.3069, 1.9865, 0.7215], [2.1618, 3.3944, -0.1692], [5.1910, 1.3954, -1.1293], [3.7278, -0.7586, -0.1583], [-6.6845, 0.2921, 0.4464], [-4.0303, -1.6583, -0.6377], [4.2672, 2.8355, -1.5752], [2.1190, -6.1107, 0.1169], [2.0969, 2.7855, 1.4877], [4.5739, 4.0491, 0.6159], [-3.2552, 2.6250, 1.8628], [-6.1443, -1.2510, -0.2151], [3.1543, -0.9446, 1.5048], [1.3388, -2.3745, 2.0298], [1.1715, -2.6628, -2.2234], [-2.2695, -1.1059, -2.0604], [-3.5394, 0.0859, -2.4605], [-4.8368, -1.6480, 1.9280], [-2.8872, -0.7820, 0.3867], [-3.9883, 2.1342, -0.4298], [5.7377, 2.7569, 0.9578], [-3.6964, 1.0033, 2.4029], [-2.2190, 1.7640, -1.4713], [1.7410, -5.0609, -2.0839], [-2.3860, 1.2273, 1.2449], [4.4631, 3.1172, 2.1193]],
  "forces_ev_per_angstrom": [[0.0, 0.2, 0.1], [-0.3, -0.2, -0.1], [-0.1, -0.1, -0.1], [-0.1, 0.5, 0.0], [-0.1, 0.2, 0.0], [0.0, 0.1, 0.0], [-0.1, 0.1, 0.0], [-0.3, -0.1, 0.0], [0.2, -0.5, 0.0], [0.4, 0.3, 0.0], [0.0, -0.1, 0.1], [0.4, -1.2, 0.2], [-0.1, -0.1, 0.2], [-0.2, 0.6, -0.1], [-0.3, -0.4, -0.1], [-0.1, -0.1, 0.3], [0.0, 0.1, -0.1], [0.1, 0.2, -0.4], [0.2, 0.6, 0.1], [0.0, -0.1, -0.1], [0.0, 0.1, -0.3], [-0.2, 0.0, -0.2], [0.1, -0.2, 0.0], [0.1, 0.1, 0.0], [0.1, 0.6, -0.1], [0.3, -0.2, 0.1], [-0.2, -0.5, 0.2], [0.0, -0.1, 0.0], [-0.1, -0.1, 0.1], [0.0, -0.1, -0.1], [0.0, 0.0, 0.1], [0.0, 0.0, 0.1], [0.0, 0.1, -0.1], [0.0, 0.0, 0.0], [0.1, 0.0, 0.0], [0.0, 0.0, 0.2], [0.0, -0.1, 0.0], [0.0, 0.0, 0.0], [0.0, 0.1, -0.1], [0.0, -0.1, 0.0], [0.0, 0.0, 0.0], [0.0, 0.1, 0.0], [0.1, 0.1, 0.1], [-0.1, 0.1, 0.0], [0.0, 0.0, -0.2], [0.0, 0.1, 0.1], [0.0, 0.0, -0.1], [-0.1, 0.1, -0.1], [0.0, -0.1, 0.0], [0.1, -0.1, 0.1], [0.0, -0.1, 0.0], [-0.1, 0.1, 0.1], [0.1, 0.0, 0.0], [0.0, -0.1, 0.1], [0.1, -0.1, 0.0], [0.0, 0.0, -0.1], [0.1, 0.0, 0.0], [0.0, 0.0, 0.1]],
  "lowdin_charge": [-0.074, 0.203, -0.199, 0.057, 0.177, -0.024, -0.075, -0.096, -0.139, -0.278, -0.078, -0.108, -0.256, -0.208, -0.014, -0.005, -0.038, -0.186, -0.177, -0.079, -0.083, -0.070, -0.175, -0.233, -0.564, -0.053, -0.157, -0.088, 0.068, 0.086, 0.103, 0.058, 0.115, 0.130, 0.094, 0.141, 0.110, 0.121, 0.092, 0.101, 0.147, 0.089, 0.076, 0.110, 0.126, 0.119, 0.116, 0.110, 0.125, 0.068, 0.111, 0.099, 0.088, 0.060, 0.113, 0.103, 0.049, 0.088],
  "energy_ha": -1188.7004,
  "smiles": "CCN(CC)CCNc1nc(-c2ccccc2)c2c(c1C#N)CC(C)(C)OC2",
  "e_above_lowest_kcal_mol": 45.2,
  "gap_ev": 8.2,
  "e_homo_ev": -7.92,
  "fmax_ev_per_a": 1.26
}

---

- What is the formula in the second record?
  C4H6MgNiO5